# 1
C27H27BrCoN6O3S2 | the ωB97M-V functional and the def2-TZVPD basis

The geometry in XYZ format:
```
67
C27H27BrCoN6O3S2 | OMol25 | the ωB97M-V functional and the def2-TZVPD basis
Co -0.6060 -0.6000 0.0423
C 3.1247 -0.9227 -3.9645
C 2.1840 0.2633 -4.1215
N 2.0364 1.0330 -2.8904
C 1.2298 0.7272 -1.8728
S 0.0954 -0.5836 -2.0527
N 1.3026 1.4667 -0.7913
N 0.4757 1.0102 0.1794
C 0.5386 1.5623 1.3445
C 1.4787 2.6573 1.7146
C -0.4023 1.0109 2.3301
C -0.4396 1.3708 3.6658
C -1.3716 0.7587 4.4911
C -2.2486 -0.1748 3.9602
C -2.1597 -0.4692 2.6098
N -1.2564 0.1107 1.8238
H 3.1326 -1.5198 -4.8776
H 2.8059 -1.5579 -3.1377
H 4.1433 -0.5883 -3.7661
H 1.1943 -0.0621 -4.4412
H 2.5525 0.9532 -4.8794
H 2.7149 1.7503 -2.6864
H 2.0616 2.9619 0.8536
H 2.1607 2.3128 2.4964
H 0.9271 3.5149 2.1054
H 0.2527 2.1051 4.0519
H -1.4113 1.0109 5.5425
H -2.9830 -0.6739 4.5764
H -2.8248 -1.1790 2.1333
Br 6.5266 -2.7931 3.3360
C 4.7192 -2.2664 3.3184
C 4.0384 -2.1077 4.5194
N 2.7597 -1.7438 4.5806
C 2.1273 -1.5356 3.4271
C 2.7322 -1.6552 2.1829
C 4.0677 -2.0299 2.1265
C 2.0088 -1.3408 0.9098
O 2.6037 -1.0695 -0.1089
O 0.6967 -1.3965 1.0562
H 4.5470 -2.2817 5.4602
H 1.0820 -1.2569 3.4930
H 4.5672 -2.1229 1.1715
S -1.7008 -4.5843 -1.5183
C -1.1312 -4.7210 0.0855
C -0.9782 -3.4937 0.6287
N -1.3090 -2.4508 -0.2150
C -1.7086 -2.9054 -1.3790
H -0.9354 -5.6780 0.5400
H -0.6449 -3.2791 1.6293
H -2.0313 -2.2676 -2.1877
C -4.6312 0.0676 -1.4273
C -3.2279 0.5641 -1.2503
O -2.4908 -0.1137 -0.5228
C -2.8061 1.7948 -1.9379
C -1.7111 2.5138 -1.4680
C -1.2784 3.6454 -2.1338
C -1.9424 4.0641 -3.2805
C -3.0525 3.3695 -3.7436
C -3.4912 2.2426 -3.0694
H -4.7983 -0.7944 -0.7875
H -4.7888 -0.2255 -2.4675
H -5.3494 0.8554 -1.1992
H -1.2223 2.1945 -0.5642
H -0.4254 4.1973 -1.7614
H -1.5994 4.9423 -3.8121
H -3.5768 3.7075 -4.6273
H -4.3530 1.7061 -3.4431
```

For the HOMO energy, the calculation gives -0.3945 hartree. For the energy relative to the best compared isomer or geometry (same formula, charge and spin), the calculation gives 20.29 kJ/mol. As for the total charge: +1.

=====

# 2
C27H27BrCrF6N2O5S3 | the ωB97M-V functional and the def2-TZVPD basis

The geometry in XYZ format:
```
72
C27H27BrCrF6N2O5S3 | OMol25 | the ωB97M-V functional and the def2-TZVPD basis
Cr -0.1148 -0.1198 -1.3565
F 1.9942 -2.1590 -6.2441
C 2.4429 -2.3851 -4.9907
F 3.1000 -1.2811 -4.6149
F 3.3581 -3.3597 -5.1011
S 1.0446 -2.9015 -3.7739
O 0.6069 -0.4494 -3.1696
O 0.6873 -4.1872 -4.3636
N 2.2012 -3.2412 -2.6477
S 1.9520 -2.7306 -1.2230
O 2.4611 -3.6206 -0.2164
O 0.6533 -2.1478 -0.9433
C 3.1613 -1.2558 -1.0402
F 2.5615 -0.0481 -1.1384
F 4.1176 -1.2986 -1.9710
F 3.7903 -1.2546 0.1470
C 0.4240 3.6688 5.9758
C -0.9304 3.3398 5.3323
C -1.6813 4.6523 5.0983
C -1.7553 2.4994 6.3164
C -0.7074 2.5617 4.0466
C -0.9767 3.0756 2.7869
C -0.7474 2.3133 1.6659
Br -0.9583 3.1759 -0.0330
C -0.2856 0.9691 1.6672
O -0.2072 0.2842 0.5845
C 0.0879 0.4950 2.9739
C -0.1344 1.2920 4.0797
C 0.8042 -0.8310 3.2311
C 2.2083 -0.5395 3.7879
C 0.9846 -1.6653 1.9704
C 0.0156 -1.6723 4.2466
H 0.2800 4.2327 6.8979
H 1.0338 4.2565 5.2940
H 0.9660 2.7574 6.2107
H -1.8654 5.1452 6.0532
H -2.6373 4.4705 4.6153
H -1.1073 5.3300 4.4735
H -1.9387 3.0595 7.2342
H -1.2326 1.5837 6.5737
H -2.7092 2.2294 5.8701
H -1.3360 4.0800 2.6451
H 0.1826 0.9163 5.0420
H 2.7801 0.0320 3.0609
H 2.7367 -1.4729 3.9774
H 2.1678 0.0303 4.7141
H 1.5650 -1.1115 1.2405
H 0.0273 -1.9121 1.5207
H 1.5157 -2.5902 2.1851
H -0.0564 -1.1772 5.2124
H 0.5052 -2.6341 4.3925
H -0.9906 -1.8501 3.8757
S -3.3418 2.0205 -3.8170
C -2.2391 1.4001 -2.8494
N -1.4602 0.9538 -2.0850
C -3.0421 -2.9539 -5.4691
C -2.5966 -2.9237 -4.1407
C -1.6303 -2.0291 -3.7687
C -1.0481 -1.1633 -4.7115
C 0.0571 -0.3210 -4.3491
C 0.5808 0.5465 -5.3064
C 0.0661 0.5765 -6.5976
C -0.9494 -0.2677 -6.9768
C -1.5212 -1.1571 -6.0470
C -2.5362 -2.0768 -6.3909
H -3.7942 -3.6798 -5.7582
H -3.0009 -3.6170 -3.4168
H -1.2858 -1.9666 -2.7394
H 1.4053 1.1880 -5.0198
H 0.4917 1.2712 -7.3138
H -1.3139 -0.2618 -7.9949
H -2.8883 -2.0928 -7.4172
```

For the HOMO energy (alpha / beta), the calculation gives -0.0806 / -0.0841 hartree. Its spin multiplicity is 5. For the energy relative to the best compared isomer or geometry (same formula, charge and spin), the calculation gives 0.00 kJ/mol. As for the total charge: -2.

=====

# 3
C27H27Cl3CoGeN6O3PS | the ωB97M-V functional and the def2-TZVPD basis

The geometry in XYZ format:
```
70
C27H27Cl3CoGeN6O3PS | OMol25 | the ωB97M-V functional and the def2-TZVPD basis
Co 0.6951 0.0430 -0.0753
C 5.9117 1.3076 0.8686
N 4.7686 0.6526 0.2436
C 4.8213 -0.3475 -0.6953
C 3.5310 -0.6794 -0.9789
N 2.7045 0.0971 -0.2193
C 3.4608 0.8944 0.5051
P 2.8175 2.1495 1.6557
C 1.6423 1.0420 2.4763
N 0.8368 0.2213 1.8371
C 0.1756 -0.5248 2.7733
C 0.6017 -0.1427 4.0063
N 1.5302 0.8505 3.8096
C 2.2439 1.5778 4.8529
C 1.6061 2.8278 0.4779
N 0.8322 2.0815 -0.2915
C 0.1004 2.9110 -1.0899
C 0.4476 4.1978 -0.7952
N 1.4008 4.1364 0.1944
C 2.0500 5.2745 0.8314
H 6.8232 0.8872 0.4566
H 5.9067 1.1414 1.9432
H 5.8959 2.3774 0.6753
H 5.7534 -0.7387 -1.0690
H 3.1469 -1.4066 -1.6783
H -0.5470 -1.2779 2.5021
H 0.3280 -0.4927 4.9881
H 1.8618 1.2631 5.8185
H 2.0904 2.6485 4.7449
H 3.3101 1.3655 4.8132
H -0.6053 2.5073 -1.8052
H 0.1086 5.1359 -1.2045
H 1.6360 6.1887 0.4193
H 3.1225 5.2607 0.6510
H 1.8751 5.2654 1.9049
C -2.4345 -5.8737 -2.4029
C -1.9843 -4.4598 -2.6710
C -2.6389 -3.3777 -2.0884
C -2.1828 -2.0816 -2.2809
C -1.0443 -1.8700 -3.0465
C -0.4018 -2.9303 -3.6754
C -0.8889 -4.2140 -3.4962
S -0.2862 -0.2744 -3.0804
O 0.4901 -0.1915 -4.2861
O -1.2934 0.7361 -2.8699
O 0.6791 -0.3449 -1.9082
H -3.0657 -5.9166 -1.5148
H -1.5736 -6.5224 -2.2346
H -3.0002 -6.2713 -3.2491
H -3.5064 -3.5487 -1.4596
H -2.6871 -1.2360 -1.8295
H 0.4719 -2.7332 -4.2833
H -0.3959 -5.0485 -3.9853
C -1.1439 0.2126 0.1507
C -2.2967 0.5253 0.3282
C -3.7171 0.7589 0.3949
C -4.4547 0.4942 1.5505
C -5.8411 0.5546 1.5260
C -6.5066 0.8984 0.3577
C -5.7788 1.2226 -0.7804
C -4.3927 1.1626 -0.7639
H -3.9323 0.2282 2.4618
H -6.4046 0.3222 2.4211
H -7.5897 0.9120 0.3318
H -6.2915 1.5113 -1.6897
H -3.8085 1.3973 -1.6468
Cl -0.4418 -3.8288 1.3233
Ge 0.9445 -2.5205 0.2037
Cl 2.5975 -2.4425 1.7947
Cl 1.9164 -3.9453 -1.1484
```

For the HOMO energy (alpha / beta), the calculation gives -0.2834 / -0.2834 hartree. As for the total charge: 0.